1.
91
Properties=species:S:1:pos:R:3:mulliken_charge:R:1 method="wB97M-V/def2-TZVPD" e_above_lowest_ev=0.000 charge=-1 homo_energy_ev=-6.23 total_energy_ev=-156688.7341 orbital_gap_ev=8.391
Cl 2.691 1.000 2.264 1.643
O 3.216 1.419 3.522 -0.666
O 3.102 1.949 1.276 -0.669
O 3.214 -0.275 1.898 -0.659
O 1.261 0.948 2.362 -0.650
Cl 8.486 -0.515 6.474 -0.187
C 8.620 -0.389 4.688 -0.413
C 8.983 1.018 4.175 -0.432
Cl 10.654 1.468 4.799 -0.206
H 7.685 -0.739 4.250 0.328
H 9.385 -1.078 4.330 0.299
H 8.299 1.833 4.410 0.331
H 9.092 1.018 3.090 0.280
Cl 1.068 8.094 5.247 -0.196
C 2.750 8.073 4.547 -0.400
C 2.831 7.441 3.184 -0.424
Cl 2.375 8.564 1.861 -0.197
H 3.395 7.498 5.211 0.288
H 3.095 9.108 4.550 0.308
H 2.191 6.561 3.115 0.327
H 3.821 7.038 2.972 0.293
Cl -5.285 4.188 4.072 -0.195
C -3.593 4.433 4.676 -0.441
C -3.385 3.892 6.049 -0.362
Cl -4.489 4.531 7.222 -0.182
H -3.352 5.488 4.552 0.317
H -2.978 3.872 3.972 0.285
H -2.388 4.142 6.411 0.294
H -3.513 2.813 5.963 0.285
Cl -0.256 -1.374 8.959 -0.187
C 1.224 -1.107 7.975 -0.476
C 2.432 -1.995 8.415 -0.413
Cl 2.837 -1.592 10.149 -0.202
H 1.551 -0.076 8.110 0.301
H 0.996 -1.181 6.911 0.355
H 3.323 -1.842 7.806 0.338
H 1.985 -2.989 8.372 0.285
C 1.910 1.024 -4.048 -0.535
O 2.994 0.168 -3.737 -0.524
H 1.749 1.025 -5.126 0.241
H 0.986 0.679 -3.584 0.237
H 2.031 2.072 -3.772 0.262
H 3.062 0.262 -2.784 0.319
C -1.707 -9.187 -3.229 -0.743
O -1.717 -8.039 -2.334 -0.290
C -0.535 -8.051 -1.562 -0.616
C -0.379 -6.686 -0.866 -0.702
N -1.186 -6.704 0.375 -0.354
C -1.228 -5.425 1.105 -0.683
C -2.157 -5.509 2.396 -0.634
O -3.539 -5.570 1.935 -0.315
C -4.383 -6.210 2.871 -0.676
H -2.619 -9.190 -3.825 0.257
H -1.610 -10.143 -2.715 0.304
H -0.835 -9.211 -3.883 0.308
H 0.383 -8.165 -2.139 0.444
H -0.476 -8.901 -0.882 0.371
H -0.747 -5.977 -1.607 0.292
H 0.636 -6.425 -0.566 0.453
H -2.145 -6.941 0.164 0.238
H -1.719 -4.656 0.508 0.325
H -0.188 -5.161 1.298 0.443
H -2.010 -4.629 3.022 0.404
H -1.912 -6.408 2.963 0.357
H -3.885 -7.029 3.392 0.310
H -5.269 -6.528 2.322 0.229
H -4.728 -5.535 3.654 0.280
C -0.128 2.855 -9.670 -0.794
O -1.220 3.350 -9.003 -0.303
C -2.454 2.749 -9.515 -0.590
C -3.546 2.815 -8.475 -0.771
N -3.138 2.279 -7.143 -0.408
C -4.185 2.557 -6.135 -0.671
C -3.588 2.517 -4.738 -0.562
O -2.627 3.552 -4.687 -0.285
C -1.908 3.823 -3.507 -0.753
H 0.810 3.219 -9.250 0.260
H -0.147 3.040 -10.744 0.303
H -0.048 1.773 -9.570 0.343
H -2.322 1.677 -9.665 0.346
H -2.808 3.193 -10.445 0.402
H -4.470 2.367 -8.841 0.414
H -3.848 3.847 -8.296 0.392
H -2.310 2.844 -7.023 0.343
H -4.956 1.797 -6.262 0.394
H -4.739 3.496 -6.157 0.349
H -3.080 1.564 -4.591 0.332
H -4.352 2.660 -3.973 0.429
H -1.129 4.575 -3.627 0.261
H -1.377 2.957 -3.112 0.281
H -2.533 4.309 -2.757 0.289



2.
24
Properties=species:S:1:pos:R:3:mulliken_charge:R:1 method="wB97M-V/def2-TZVPD" e_above_lowest_ev=2.608 homo_energy_ev=-8.61 smiles=Cc1c[nH]nc1[Si](C)(C)C total_energy_ev=-18342.5810 orbital_gap_ev=9.462
C -2.242 1.088 0.628 -1.354
C -1.781 0.282 -0.471 1.348
C -2.583 -0.174 -1.499 -1.116
N -1.806 -0.857 -2.399 0.177
N -0.579 -1.069 -2.004 -0.659
C -0.528 -0.280 -0.662 -0.086
Si 1.070 -0.121 0.232 0.374
C 1.086 -1.378 1.866 -0.985
C 1.437 1.644 1.053 -0.985
C 2.513 -0.698 -0.974 -1.191
H -1.977 2.164 0.526 0.278
H -3.336 1.191 0.691 0.366
H -1.777 0.743 1.544 0.292
H -3.570 -0.018 -1.690 0.564
H -2.171 -1.336 -3.270 0.256
H 2.151 -1.258 2.275 0.228
H 0.387 -1.171 2.759 0.302
H 0.830 -2.451 1.578 0.301
H 0.453 2.215 0.922 0.187
H 1.805 1.755 2.110 0.342
H 2.241 2.203 0.456 0.311
H 2.296 -0.408 -2.015 0.320
H 3.413 -0.290 -0.714 0.405
H 2.667 -1.772 -0.940 0.324



3.
49
Properties=species:S:1:pos:R:3:mulliken_charge:R:1 method="wB97M-V/def2-TZVPD" e_above_lowest_ev=1.015 homo_energy_ev=-9.27 total_energy_ev=-51322.7683 orbital_gap_ev=8.003
O 0.651 2.887 1.683 -0.734
S 0.755 2.426 0.333 1.395
O -0.425 2.367 -0.475 -0.665
N 1.444 0.924 0.382 -0.149
H 2.255 0.930 0.983 0.358
C 1.618 0.246 -0.881 -0.959
C 1.449 -1.286 -0.756 -0.708
H 2.187 -1.772 -1.405 0.412
O 0.206 -1.743 -1.212 -0.513
C -0.862 -1.952 -0.278 1.409
C -2.089 -2.205 -1.161 -1.745
C -3.310 -2.490 -0.291 0.530
C -3.047 -3.727 0.567 -1.448
C -1.831 -3.475 1.457 0.524
C -0.605 -3.194 0.587 -1.480
H -0.396 -4.045 -0.064 0.426
H 0.267 -3.036 1.225 0.425
C -2.101 -2.273 2.361 -1.443
C -2.363 -1.040 1.498 0.457
C -3.581 -1.287 0.610 -1.447
H -4.462 -1.475 1.229 0.520
H -3.779 -0.403 0.001 0.490
C -1.137 -0.752 0.630 -1.279
H -0.277 -0.555 1.271 0.513
H -1.304 0.140 0.025 0.387
H -2.548 -0.173 2.141 0.253
H -2.967 -2.475 2.996 0.521
H -1.243 -2.096 3.013 0.499
H -1.638 -4.362 2.072 0.247
H -3.920 -3.944 1.187 0.505
H -2.866 -4.593 -0.073 0.493
H -4.178 -2.671 -0.936 0.222
H -2.257 -1.324 -1.782 0.410
H -1.879 -3.046 -1.823 0.446
H 1.647 -1.587 0.277 0.248
H 0.833 0.621 -1.541 0.625
H 2.595 0.478 -1.323 0.403
C 1.941 3.478 -0.514 0.059
C 1.526 4.439 -1.391 -0.446
C 2.440 5.322 -2.003 -0.661
C 3.781 5.259 -1.738 -0.681
C 4.239 4.275 -0.845 0.638
N 5.493 4.032 -0.461 -0.658
S 5.494 2.798 0.559 0.186
N 3.916 2.489 0.574 -0.482
C 3.306 3.366 -0.226 0.540
H 4.489 5.934 -2.190 0.440
H 2.063 6.065 -2.687 0.396
H 0.471 4.506 -1.605 0.521



4.
40
Properties=species:S:1:pos:R:3:mulliken_charge:R:1 method="wB97M-V/def2-TZVPD" charge=+2 homo_energy_ev=-14.19 total_energy_ev=-51516.4104 orbital_gap_ev=3.252
C -2.144 -0.309 5.489 -1.154
C -2.097 -1.693 4.813 -0.533
C -2.570 -1.635 3.356 -0.789
C -1.404 -1.531 2.331 -0.306
C -1.870 -2.093 0.993 -0.761
C -1.061 -1.685 -0.272 -0.661
C 0.234 -0.885 -0.009 -0.068
B 0.689 -0.330 -1.369 0.458
O 0.482 1.051 -1.769 -0.533
B 1.651 1.580 -2.128 0.050
C 1.828 3.094 -2.709 0.872
F 2.864 3.140 -3.612 -0.364
F 2.247 4.028 -1.728 -0.387
C 0.604 3.728 -3.338 0.506
F 0.179 3.043 -4.386 -0.133
F 1.050 5.041 -3.718 -0.353
O 2.786 0.810 -2.097 -0.013
B 2.437 -0.352 -2.791 0.379
S 3.399 -0.622 -4.379 0.958
O 4.644 0.053 -4.198 -0.544
O 2.553 -0.146 -5.426 -0.543
F 3.673 -2.119 -4.536 -0.136
O 1.400 -1.076 -2.338 -0.442
H -1.257 0.265 5.227 0.272
H -3.010 0.230 5.115 0.309
H -2.247 -0.408 6.564 0.363
H -2.803 -2.323 5.352 0.340
H -1.122 -2.164 4.908 0.330
H -3.203 -0.772 3.172 0.358
H -3.118 -2.544 3.111 0.453
H -1.137 -0.476 2.284 0.156
H -0.558 -2.075 2.750 0.308
H -2.894 -1.752 0.855 0.268
H -1.910 -3.175 1.085 0.337
H -0.758 -2.599 -0.780 0.265
H -1.737 -1.177 -0.959 0.317
H 0.098 -0.035 0.656 0.222
H 1.036 -1.522 0.360 0.273
H -0.195 3.851 -2.605 0.340
Pb 3.243 5.585 -3.272 1.582